155
Properties=species:S:1:pos:R:3:mulliken_charge:R:1 method="wB97M-V/def2-TZVPD" total_charge=+4 max_force_ev_per_a=1.7 e_tot_ha=-2074.34338 de_lowest_ev=0.0000
B -0.3982 0.5248 0.6100 1.2732
H -0.8182 -0.6042 0.4436 -0.5352
H 0.1605 0.9132 -0.4081 -0.2155
H -1.3458 1.2304 0.8627 -0.3563
H 0.3919 0.5139 1.5304 -0.4098
C -3.8705 7.4070 -5.2972 -1.4391
C -4.4815 6.5287 -4.1982 -0.0606
C -3.3595 5.9236 -3.3876 -0.8469
N -3.7799 4.9240 -2.3239 0.3864
C -4.2671 3.6620 -2.9888 -0.7678
C -4.4246 2.4580 -2.0750 -0.9228
C -3.2212 2.2042 -1.1763 1.0218
C -2.7372 3.4865 -0.5174 -0.3738
C -2.5407 4.5770 -1.5317 -1.0336
C -4.8707 5.4546 -1.4645 -1.0128
H -3.0663 6.8530 -5.8019 0.3579
H -3.4378 8.3399 -4.9443 0.3762
H -4.5447 7.5961 -6.1305 0.3884
H -5.0845 5.7674 -4.6953 0.3228
H -5.1392 7.1511 -3.5932 0.3261
H -2.8013 6.6957 -2.8532 0.3535
H -2.6357 5.4082 -4.0186 0.3791
H -3.5446 3.4750 -3.7878 0.4223
H -5.2136 3.8420 -3.4949 0.4171
H -4.6029 1.6062 -2.7309 0.4467
H -5.2981 2.5883 -1.4332 0.3807
H -2.3850 1.7629 -1.7314 -0.2830
H -3.4425 1.4737 -0.3964 -0.3791
H -1.7698 3.2771 -0.0562 -0.0315
H -3.3643 3.8264 0.3100 0.3178
H -1.8122 4.3049 -2.3009 0.3569
H -2.1614 5.5049 -1.1016 0.6689
H -5.7229 5.7196 -2.0809 0.3514
H -4.5361 6.3614 -0.9612 0.3440
H -5.1536 4.6990 -0.7419 0.4939
C -4.1528 -4.1889 6.0687 -1.3578
C -4.0823 -3.9843 4.5654 -0.3782
C -3.6825 -2.5391 4.2371 -0.7737
N -3.4004 -2.2726 2.7603 0.6786
C -4.4791 -2.7818 1.8757 -0.4443
C -5.7900 -2.0388 2.0107 -0.9412
C -5.5905 -0.5516 1.7838 -0.3293
C -4.5137 0.0071 2.7017 -1.1438
C -3.2240 -0.7751 2.5874 0.2231
C -2.1319 -2.9191 2.3394 -1.3189
H -3.1613 -4.1202 6.5096 0.3727
H -4.5989 -5.1545 6.3044 0.3954
H -4.8462 -3.4798 6.5249 0.3425
H -5.0606 -4.1006 4.0916 0.3336
H -3.4225 -4.6952 4.0642 0.2951
H -2.7564 -2.2443 4.7297 0.3292
H -4.5098 -1.8922 4.5082 0.4851
H -4.6164 -3.8582 1.9729 0.5544
H -4.1487 -2.7080 0.8311 0.1248
H -6.2398 -2.2728 2.9839 0.2759
H -6.5405 -2.4078 1.3100 0.5492
H -6.5236 0.0037 1.8560 0.4860
H -5.2613 -0.4421 0.7391 0.0124
H -4.9089 0.0464 3.7196 0.4790
H -4.3185 1.0473 2.4357 0.4480
H -2.5167 -0.4879 3.3643 0.4694
H -2.7773 -0.5907 1.6107 -0.4970
H -1.8301 -2.5266 1.3740 0.0670
H -2.2335 -3.9979 2.3974 0.4354
H -1.3739 -2.6270 3.0710 0.5420
C 7.8669 -4.1454 1.1977 -1.4007
C 6.7965 -4.4787 2.2380 -0.3576
C 5.5454 -3.6762 1.9198 -0.6039
N 4.3098 -3.9495 2.7729 0.2230
C 3.0379 -3.6779 2.0030 -1.0645
C 2.8900 -2.1914 1.7412 2.0627
C 2.7734 -1.4620 3.0667 -0.5461
C 4.0618 -1.6521 3.8922 -0.9536
C 4.4204 -3.1174 4.0483 -0.5843
C 4.2484 -5.3915 3.1841 -1.0850
H 7.4302 -4.1639 0.1955 0.3509
H 8.6698 -4.8776 1.1905 0.4075
H 8.2928 -3.1559 1.3625 0.3586
H 7.1478 -4.2937 3.2537 0.2889
H 6.5525 -5.5335 2.1270 0.4488
H 5.2401 -3.9568 0.9071 0.4215
H 5.6973 -2.5994 1.9470 0.1510
H 3.1100 -4.2819 1.1004 0.5341
H 2.2155 -4.0089 2.6354 0.3896
H 3.7451 -1.8165 1.1755 -0.6869
H 1.9830 -1.9919 1.1630 -0.8471
H 2.6294 -0.3949 2.8972 0.1891
H 1.9429 -1.8106 3.6850 0.3126
H 4.8774 -1.0280 3.5287 0.2866
H 3.8143 -1.3091 4.8985 0.4742
H 5.4465 -3.2742 4.3739 0.3455
H 3.7491 -3.5907 4.7649 0.5186
H 3.3024 -5.5943 3.6769 0.3921
H 5.0675 -5.5861 3.8691 0.4626
H 4.3347 -6.0074 2.2924 0.4191
C 2.7179 0.1502 -4.3948 -1.6771
C 1.6294 -0.2575 -3.4061 1.1318
C 1.3121 -1.7248 -3.5746 -0.9914
N 0.1320 -2.2580 -2.7733 0.5107
C -0.1285 -3.6506 -3.2736 -0.6587
C -1.4060 -4.2694 -2.7190 -0.5703
C -2.5886 -3.3610 -3.0256 -0.8726
C -2.3496 -2.0192 -2.3774 0.4177
C -1.0848 -1.3609 -2.9031 -0.8051
C 0.5311 -2.2874 -1.3285 -0.4809
H 3.0369 1.1754 -4.2124 0.3736
H 2.3059 0.1115 -5.4050 0.4682
H 3.5914 -0.5021 -4.3967 0.3801
H 0.7458 0.3469 -3.6091 0.1759
H 1.9140 -0.0273 -2.3759 -0.4642
H 2.1602 -2.3460 -3.2839 0.4308
H 1.0834 -1.9500 -4.6164 0.4768
H -0.1514 -3.6419 -4.3627 0.4813
H 0.7236 -4.2646 -2.9785 0.4444
H -1.5303 -5.2473 -3.1839 0.4545
H -1.2636 -4.4535 -1.6495 0.2140
H -2.6300 -3.2701 -4.1165 0.3213
H -3.5279 -3.8216 -2.7225 0.4905
H -3.1649 -1.3015 -2.4816 0.4946
H -2.2221 -2.1276 -1.2936 -0.6723
H -1.1687 -1.1285 -3.9673 0.3101
H -0.8570 -0.4543 -2.3458 0.3442
H 1.3391 -3.0175 -1.2572 0.3796
H -0.3065 -2.5857 -0.7157 0.3745
H 0.8799 -1.3051 -1.0358 -0.6133
C 5.3386 -0.2414 -0.6272 -1.3658
C 4.9728 1.2388 -0.7856 -0.1549
C 3.7800 1.5788 0.0917 -0.0138
N 3.3154 3.0164 -0.0430 0.4780
C 2.8587 3.3248 -1.4618 -0.2824
C 2.1203 4.6319 -1.5345 -1.4025
C 0.9395 4.7200 -0.5722 0.4948
C 1.4070 4.4909 0.8542 -1.3908
C 2.1858 3.1720 0.9412 -0.2458
C 4.4069 3.9769 0.3663 -1.1127
H 6.1086 -0.4956 -1.3521 0.4813
H 4.4704 -0.8886 -0.7881 0.1636
H 5.7092 -0.4733 0.3740 0.3139
H 4.7350 1.3812 -1.8369 0.3245
H 5.8286 1.8105 -0.4312 0.3540
H 3.9837 1.4776 1.1581 0.4139
H 2.8925 0.9922 -0.1602 -0.4186
H 2.2835 2.4314 -1.7288 0.0768
H 3.7579 3.3064 -2.0729 0.4907
H 1.8039 4.8484 -2.5582 0.5387
H 2.8505 5.4366 -1.3856 0.4305
H 0.3640 3.8102 -0.7938 -0.4930
H 0.4337 5.6658 -0.7392 0.5082
H 0.5710 4.4249 1.5528 0.5479
H 2.0245 5.2848 1.2879 0.4688
H 1.4432 2.3959 0.7310 -0.1349
H 2.5699 3.0426 1.9508 0.4684
H 4.7365 3.6646 1.3528 0.2918
H 3.9653 4.9642 0.4072 0.5947
H 5.1929 3.9744 -0.3811 0.3674

***

169
Properties=species:S:1:pos:R:3:mulliken_charge:R:1 method="wB97M-V/def2-TZVPD" max_force_ev_per_a=3.2 e_tot_ha=-7682.92706 smiles=ClC(Cl)(Cl)Cl.ClC(Cl)(Cl)Cl.ClC(Cl)(Cl)Cl.CCN(CC)CC.CCN(CC)CC.CCN(CC)CC.CCN(CC)CC.CCN(CC)CC.CCN(CC)CC.CCN(CC)CC
C -1.9631 2.4213 2.0653 -0.5313
C -0.9234 2.4555 3.1760 -0.1714
N -1.2905 3.4490 4.1722 0.1580
C -1.3849 4.8335 3.7348 -0.7204
C -0.1864 5.4042 2.9784 -0.5644
C -0.4768 3.3361 5.3466 -0.1737
C -0.6343 2.0716 6.2193 -1.5673
H -2.0429 3.3414 1.4904 -0.1678
H -2.8939 1.9941 2.4369 0.3097
H -1.7022 1.7218 1.2550 0.0668
H -0.8713 1.4453 3.5846 0.5359
H 0.0861 2.6407 2.7765 -0.1180
H -2.2288 4.9640 3.0505 0.2916
H -1.6279 5.4671 4.5873 0.5158
H 0.2229 4.6828 2.2673 -0.1716
H -0.4470 6.3387 2.4874 0.3723
H 0.7108 5.5270 3.5980 0.3323
H -0.5337 4.2086 6.0088 0.5187
H 0.6199 3.4352 5.2070 0.0150
H -0.0563 1.2255 5.8466 0.3019
H -1.6864 1.7939 6.2964 0.3763
H -0.2600 2.2998 7.2178 0.3969
C 0.2943 -8.5613 2.2775 -1.4238
C 1.0829 -7.2921 2.5394 -0.8517
N 1.0301 -6.3239 1.4527 1.2736
C 1.6933 -6.8410 0.2493 -0.8699
C 1.5995 -5.9815 -0.9941 -1.1896
C 1.6697 -5.0909 1.9019 -0.4660
C 0.8267 -4.3048 2.8826 -1.4318
H -0.6116 -8.4048 1.6972 0.2842
H 0.1148 -9.1711 3.1623 0.4478
H 0.9390 -9.2190 1.6748 0.3469
H 0.5900 -6.9011 3.4414 0.3627
H 2.0656 -7.4825 3.0007 0.4815
H 2.7723 -6.9491 0.4404 0.4199
H 1.3250 -7.8425 0.0236 0.4147
H 2.3271 -5.1789 -0.8407 0.4811
H 1.9438 -6.6226 -1.8057 0.3707
H 0.6667 -5.4735 -1.2333 -0.0257
H 1.7210 -4.4253 1.0268 0.0244
H 2.7205 -5.2662 2.1729 0.4231
H -0.2511 -4.3488 2.7632 0.2329
H 1.1886 -3.3209 3.1893 0.4275
H 1.0125 -4.7780 3.8648 0.3899
C 3.2416 3.0160 4.2854 -1.2092
C 3.4315 2.4008 5.6626 -0.5503
N 3.7775 3.3685 6.6923 0.2046
C 3.5489 2.8377 8.0235 -0.4462
C 3.5974 3.8311 9.1632 -1.2807
C 5.1096 3.9278 6.5528 -0.8270
C 6.3189 3.0182 6.6677 -1.0474
H 4.1937 3.3908 3.9081 0.4964
H 2.5556 3.8587 4.3548 0.2561
H 2.8252 2.2530 3.6301 0.1396
H 2.5195 1.8535 5.9307 0.2752
H 4.1134 1.5323 5.6982 0.4917
H 2.5832 2.3176 8.0289 0.3595
H 4.2113 1.9892 8.2862 0.3551
H 3.4192 3.1896 10.0323 0.4037
H 4.5458 4.3509 9.2844 0.3201
H 2.8097 4.5851 9.1502 0.2783
H 5.2581 4.8146 7.1779 0.4534
H 5.1187 4.4571 5.5890 0.4309
H 6.1787 2.1323 6.0451 0.2609
H 6.4519 2.6852 7.6984 0.2600
H 7.2074 3.5497 6.3322 0.4071
C -3.1432 -1.0294 -1.1076 -0.2527
C -3.6571 0.3008 -1.6481 -0.5918
N -4.9746 0.6560 -1.1530 0.3382
C -5.9987 -0.3031 -1.5828 -0.8974
C -5.9795 -0.7510 -3.0729 -0.5899
C -5.3202 2.0517 -1.4329 -0.5499
C -4.8896 2.9399 -0.2694 -0.8262
H -2.1561 -1.2065 -1.5354 -0.2588
H -3.8612 -1.8352 -1.2311 0.3149
H -2.9706 -0.9298 -0.0322 0.1547
H -2.9615 1.1065 -1.3830 0.5140
H -3.6016 0.3565 -2.7498 0.0031
H -6.9908 0.1422 -1.4877 0.5126
H -6.0218 -1.1993 -0.9623 0.3583
H -6.0607 0.1104 -3.7365 0.2699
H -6.8102 -1.4428 -3.2107 0.4643
H -5.0682 -1.2935 -3.3245 -0.1549
H -4.8946 2.3041 -2.4125 0.2013
H -6.4029 2.1764 -1.4983 0.5392
H -5.3288 3.9367 -0.3338 0.4890
H -5.2664 2.5355 0.6723 0.2765
H -3.8037 2.9428 -0.1564 -0.1271
C 1.4595 6.7923 -8.5005 -1.3540
C 2.1175 5.6014 -7.8375 -0.3460
N 1.5430 5.3158 -6.5087 0.1366
C 2.3950 4.4059 -5.7593 -0.8224
C 1.9959 4.3966 -4.2929 -0.3912
C 0.1336 4.9982 -6.5365 -0.4631
C -0.2455 3.5490 -6.9025 -0.9571
H 1.9154 7.1501 -9.4283 0.4186
H 1.4116 7.6513 -7.8327 0.3044
H 0.4838 6.4783 -8.8817 0.3431
H 2.1240 4.7660 -8.5527 0.2653
H 3.1739 5.7874 -7.6308 0.4144
H 2.3838 3.3772 -6.1562 0.2921
H 3.4503 4.6595 -5.8784 0.5569
H 2.8232 4.0861 -3.6542 0.2777
H 1.6926 5.3980 -3.9767 0.2855
H 1.1169 3.7771 -4.1083 -0.1905
H -0.3811 5.7345 -7.1464 0.4362
H -0.3035 5.0840 -5.5352 0.0768
H 0.1545 3.1867 -7.8523 0.3036
H -1.3265 3.3960 -6.9239 0.4150
H 0.1153 2.8718 -6.1229 0.0809
C 1.5564 0.4226 1.1697 -1.0509
C 2.1786 -0.2752 -0.0470 -0.5214
N 1.1678 -0.5147 -1.0715 0.6368
C 0.7202 0.7758 -1.6170 0.5293
C -0.3839 0.6591 -2.6947 0.3862
C 1.6281 -1.3958 -2.1332 -1.2193
C 0.5615 -2.4798 -2.3555 0.1472
H 1.7219 1.5044 1.1673 0.2112
H 1.9445 0.0736 2.1291 0.6230
H 0.4743 0.3016 1.2510 0.1943
H 3.0697 0.2601 -0.4036 -0.0114
H 2.5797 -1.2035 0.3675 0.4517
H 0.3087 1.4324 -0.8482 -0.1664
H 1.5971 1.3075 -2.0169 -0.4310
H -0.0014 0.0310 -3.4930 0.3766
H -1.2369 0.2920 -2.1233 -0.8958
H -0.6368 1.6501 -3.0604 -0.1556
H 2.5157 -1.9470 -1.8114 0.6954
H 1.8439 -0.9001 -3.0844 0.2379
H 0.2862 -3.0756 -1.4828 -0.3779
H 0.9129 -3.3161 -2.9802 0.6907
H -0.2966 -2.0779 -2.8903 -0.3938
C -2.6021 -7.7995 -1.9373 -1.6328
C -2.0248 -7.1286 -0.6819 0.8417
N -2.8518 -6.1049 -0.0703 0.1993
C -2.8735 -6.2189 1.4036 0.0059
C -3.6233 -7.4674 1.8655 -1.4111
C -2.4669 -4.7651 -0.4644 -0.6125
C -2.5627 -4.5508 -1.9735 -1.0701
H -2.0341 -8.6886 -2.2074 0.4361
H -2.6022 -7.0882 -2.7631 0.2611
H -3.6523 -8.0583 -1.7909 0.3351
H -1.9282 -8.0080 -0.0357 0.2128
H -0.9725 -6.9162 -0.9045 -0.6381
H -1.8086 -6.1499 1.6742 -0.1389
H -3.3653 -5.3585 1.8593 0.4757
H -3.9841 -7.3591 2.8898 0.4175
H -4.5619 -7.5055 1.3059 0.3633
H -3.0637 -8.3868 1.7163 0.2764
H -1.4832 -4.4123 -0.1028 -0.0427
H -3.1136 -3.9761 -0.0603 0.7201
H -3.5673 -4.7041 -2.3567 0.4056
H -1.8123 -5.1031 -2.5390 0.4577
H -2.2397 -3.5118 -2.1041 -0.0028
C -0.8445 5.2488 -1.4212 0.1613
Cl -1.3382 4.2026 -2.7257 -0.0206
Cl 0.4349 4.4720 -0.4919 -0.0386
Cl -0.3621 6.8822 -2.0119 -0.0944
Cl -2.2314 5.5054 -0.3202 -0.1018
C -2.1763 -2.6627 -5.8958 0.2579
Cl -2.5036 -2.5713 -7.6547 -0.1156
Cl -2.7406 -4.2411 -5.3330 -0.0846
Cl -0.3987 -2.5178 -5.7189 -0.0890
Cl -3.0282 -1.3544 -5.1391 -0.0307
C 5.9402 2.0097 -3.0050 0.2794
Cl 7.0518 1.5095 -1.7743 -0.0958
Cl 6.1642 1.0842 -4.5174 -0.1190
Cl 4.2779 1.7701 -2.4350 -0.0389
Cl 6.1988 3.7308 -3.4664 -0.1154